Record 1
Below is a molecular structure, C21H43As3O3P2PtS2 in a non-equilibrium geometry, with properties calculated with wB97M-V/def2-TZVPD.

Each line ends with the Löwdin charge.
Positions of all 75 atoms, in Å:
Pt (-1.01516, 0.39736, -0.09920)  0.25
C (-4.45611, 1.34772, -1.76970)  -0.23
P (-3.31729, 0.25573, -0.84253)  0.74
C (-3.28082, -1.11710, -2.12014)  -0.26
C (-4.28513, -0.65958, 0.39703)  -0.36
C (-5.66199, -0.78039, 0.27029)  -0.07
C (-6.40431, -1.44127, 1.23111)  -0.07
C (-5.77318, -1.99202, 2.33314)  -0.08
C (-4.40229, -1.87663, 2.46725)  -0.09
C (-3.64495, -1.21394, 1.50643)  -0.35
P (-1.83020, -1.07280, 1.70402)  0.81
C (-1.62445, -0.65380, 3.47812)  -0.24
C (-1.37937, -2.86074, 1.79394)  -0.25
H (-5.15319, 0.73588, -2.33927)  0.05
H (-3.86396, 1.95229, -2.45763)  0.03
H (-4.97733, 2.01438, -1.09000)  0.05
H (-4.27138, -1.53868, -2.28777)  0.04
H (-2.60755, -1.90636, -1.77812)  0.02
H (-2.90009, -0.70814, -3.05450)  0.03
H (-6.16344, -0.34772, -0.58217)  0.10
H (-7.47726, -1.51575, 1.12977)  0.11
H (-6.34652, -2.50360, 3.09284)  0.10
H (-3.92431, -2.30011, 3.34056)  0.09
H (-2.15744, -1.36691, 4.10579)  0.04
H (-1.97768, 0.35806, 3.66124)  0.04
H (-0.56012, -0.69208, 3.71071)  0.04
H (-1.99596, -3.36822, 2.53279)  0.04
H (-0.33214, -2.94204, 2.08008)  0.04
H (-1.51656, -3.33472, 0.82501)  0.03
C (1.93060, 1.28145, 2.29751)  -0.28
As (0.98306, 1.87161, 0.66391)  1.03
C (0.77520, 3.74722, 1.13737)  -0.30
C (2.43471, 2.21175, -0.66276)  -0.33
C (3.00307, 1.05004, -1.48023)  -0.71
C (4.11601, 1.63194, -2.36248)  -0.08
C (1.96704, 0.40349, -2.41733)  -0.34
As (0.50620, -0.76368, -1.75732)  1.02
C (1.42056, -2.49313, -1.38529)  -0.29
C (-0.09846, -1.26157, -3.57096)  -0.31
C (3.57973, -0.01818, -0.55741)  -0.39
As (5.12027, 0.53071, 0.57805)  1.12
C (5.12587, -1.11894, 1.66893)  -0.34
C (6.60744, -0.07092, -0.58880)  -0.34
H (2.01077, 0.19341, 2.34301)  0.01
H (1.30658, 1.61151, 3.12939)  0.03
H (2.92744, 1.72229, 2.38690)  0.01
H (1.68972, 4.12759, 1.59928)  0.04
H (-0.05608, 3.85393, 1.83218)  0.02
H (0.54239, 4.33011, 0.24502)  0.01
H (3.26537, 2.70083, -0.13335)  0.06
H (1.99297, 2.95154, -1.34344)  0.08
H (3.70290, 2.33540, -3.08180)  0.09
H (4.64059, 0.84918, -2.90717)  0.09
H (4.83781, 2.16004, -1.73694)  0.06
H (2.50900, -0.21205, -3.14985)  0.08
H (1.43262, 1.18510, -2.97055)  0.08
H (2.22796, -2.65631, -2.10242)  0.03
H (0.69363, -3.30195, -1.48526)  0.02
H (1.82160, -2.51398, -0.37401)  0.01
H (0.74491, -1.60942, -4.17504)  0.03
H (-0.54070, -0.38813, -4.04985)  0.02
H (-0.85009, -2.05091, -3.52803)  0.01
H (3.88864, -0.88382, -1.15445)  0.08
H (2.76805, -0.33190, 0.11369)  0.04
H (4.30844, -1.11648, 2.38750)  0.00
H (6.05975, -1.18158, 2.22754)  0.02
H (5.04205, -2.00463, 1.03878)  0.02
H (6.85790, 0.67383, -1.34082)  0.01
H (6.37028, -1.00989, -1.08688)  0.02
H (7.49452, -0.22678, 0.02497)  0.01
O (-1.44597, 1.83622, 1.85447)  -0.62
S (-2.42189, 2.58085, 1.02444)  0.03
O (-2.73739, 3.85804, 1.60739)  -0.37
O (-3.62396, 1.74413, 0.81424)  -0.52
S (-1.63088, 2.90323, -0.81121)  0.36

Forces on atoms 1 to 2 (eV/Å):
Pt -0.65 0.16 -2.04
C 0.44 0.35 0.21

Gap between HOMO and LUMO (alpha / beta)   5.985 / 5.984 eV
Charge   0


Record 2
Below is a molecular structure, C21H43BiN2P3Se in a non-equilibrium geometry, with properties calculated with wB97M-V/def2-TZVPD.

Each line ends with the Löwdin charge.
Positions of all 71 atoms, in Å:
Bi (-0.52769, 0.33246, -0.49885)  1.07
P (-1.59797, -2.12584, 0.64478)  0.70
P (1.50191, -0.11537, 1.69309)  0.72
P (1.40035, -1.38873, -1.78887)  0.67
H (-2.91258, 4.59937, -6.76825)  0.08
C (-2.94509, 3.65488, -7.32514)  -0.13
C (-3.95609, 2.77948, -7.23063)  -0.04
H (-4.90487, 3.04042, -6.75355)  0.07
C (-3.04743, -1.78412, 1.67740)  -0.26
C (-0.68457, -3.38564, 1.59727)  -0.23
C (-2.29397, -3.04518, -0.78170)  -0.25
C (2.83570, 1.14408, 1.79618)  -0.25
C (0.88736, 0.03328, 3.41535)  -0.25
C (2.54676, -1.60924, 1.93764)  -0.25
C (0.74662, -1.37252, -3.50495)  -0.26
C (1.61937, -3.16151, -1.40179)  -0.23
C (3.10698, -0.78066, -1.98228)  -0.25
H (-2.12844, 3.47113, -8.04623)  0.08
H (-3.89539, 1.84819, -7.80290)  0.07
H (-3.64524, -0.98817, 1.22158)  0.05
H (-2.70746, -1.46379, 2.66727)  0.05
H (-3.66513, -2.68399, 1.78065)  0.08
H (-0.33669, -2.95210, 2.54592)  0.04
H (0.17622, -3.77256, 1.03659)  0.04
H (-1.36803, -4.21818, 1.82256)  0.08
H (-2.96083, -2.38740, -1.36505)  0.06
H (-2.87704, -3.89282, -0.38520)  0.07
H (-1.49505, -3.42459, -1.43892)  0.03
H (3.44675, 0.94426, 2.69140)  0.07
H (2.38112, 2.13957, 1.86463)  0.04
H (3.45768, 1.09236, 0.89451)  0.04
H (1.73332, -0.10450, 4.10630)  0.07
H (0.12292, -0.72887, 3.60326)  0.04
H (0.44482, 1.02398, 3.56235)  0.04
H (3.16470, -1.44203, 2.83318)  0.07
H (3.19736, -1.77292, 1.07203)  0.03
H (1.91745, -2.49476, 2.08831)  0.03
H (1.37380, -2.03921, -4.11799)  0.07
H (0.78685, -0.34659, -3.90325)  0.05
H (-0.29756, -1.72546, -3.51375)  0.05
H (2.26210, -3.58533, -2.18764)  0.08
H (0.65446, -3.68504, -1.39120)  0.03
H (2.11396, -3.27969, -0.42672)  0.04
H (3.62874, -1.46484, -2.66801)  0.08
H (3.61418, -0.76952, -1.00699)  0.04
H (3.07684, 0.23706, -2.40105)  0.01
C (0.39234, 2.79144, -3.17024)  -0.60
C (-0.98013, 2.60877, -3.41205)  -0.13
C (-1.48142, 2.85331, -4.68263)  -0.01
C (-0.67306, 3.51480, -5.61043)  0.00
C (0.65658, 3.83788, -5.35432)  0.00
C (1.19935, 3.46064, -4.12914)  -0.08
Se (1.23244, 2.23963, -1.57805)  0.77
H (-1.41856, 0.12527, -2.06112)  -0.07
H (-1.64428, 2.22332, -2.63334)  0.06
H (-2.50565, 2.56426, -4.92991)  0.11
H (-1.06083, 3.84203, -6.55969)  0.06
H (1.23031, 4.37358, -6.12337)  0.14
H (2.24516, 3.69642, -3.89854)  0.12
C (-1.15254, 5.28974, 2.71545)  0.01
N (-1.41921, 3.89863, 2.39110)  -0.10
C (-2.42027, 3.09888, 2.94571)  -0.01
C (-2.36102, 1.88227, 2.32155)  -0.12
N (-1.34526, 1.92948, 1.36618)  -0.14
C (-0.78115, 3.14714, 1.45273)  -0.17
H (-1.99207, 5.92971, 2.41323)  0.11
H (-0.99951, 5.40396, 3.78937)  0.11
H (-0.24446, 5.62918, 2.18815)  0.11
H (-3.09807, 3.43587, 3.71002)  0.14
H (-2.98083, 1.00653, 2.51352)  0.10
H (0.04605, 3.51422, 0.86362)  0.10

Forces on atoms 1 to 2 (eV/Å):
Bi 1.10 -1.17 1.25
P -0.56 -0.54 -0.42

Gap between HOMO and LUMO (alpha / beta)   4.294 / 4.492 eV
Energy relative to the best compared isomer or geometry (same formula, charge and spin)   5.15 kcal per mole
Charge   +3


Record 3
Below is 8 unconnected molecules or ions with the total composition C21H43Cl4N4O9 in a non-equilibrium geometry, with properties calculated with wB97M-V/def2-TZVPD.

Each line ends with the Löwdin charge.
Positions of all 81 atoms, in Å:
C (-0.52596, 0.21981, 1.18324)  -0.08
C (-0.53950, -1.21678, 1.71774)  -0.77
O (0.11164, -2.08354, 1.05979)  -0.10
O (-1.23085, -1.39845, 2.75973)  -0.08
H (0.18233, 0.37545, 0.36616)  0.02
H (-0.25119, 0.93516, 1.96275)  0.06
H (-1.52802, 0.43583, 0.82150)  0.01
C (0.68787, -0.72199, -3.11287)  -0.12
C (0.69214, -2.16205, -2.60996)  -0.07
O (1.88284, -2.70916, -3.24324)  0.08
C (2.67080, -1.71824, -3.64200)  -0.64
O (3.74272, -1.84875, -4.09231)  0.16
O (2.07157, -0.51843, -3.48118)  0.01
H (0.32450, -0.02013, -2.36836)  0.09
H (0.07214, -0.62224, -4.01026)  0.12
H (-0.20362, -2.66995, -2.96291)  0.13
H (0.73483, -2.21482, -1.51727)  0.12
C (2.54176, 0.17045, 4.02130)  0.00
C (3.63803, -0.83204, 4.20152)  -0.56
O (3.44775, -1.91872, 4.69471)  0.05
N (4.88258, -0.43363, 3.79495)  0.00
C (6.00546, -1.31809, 3.76608)  -0.10
H (1.68385, -0.09704, 4.63000)  0.09
H (2.21292, 0.18834, 2.97872)  0.07
H (2.84591, 1.19527, 4.24906)  0.08
H (4.96249, 0.40198, 3.22612)  0.08
H (6.43097, -1.31642, 2.76071)  0.08
H (5.72527, -2.34104, 4.00175)  0.08
H (6.75151, -1.02280, 4.50921)  0.07
C (-4.90843, 0.43314, -4.56442)  -0.01
C (-3.69985, 0.35373, -3.66480)  -0.57
O (-2.85958, -0.52700, -3.77623)  0.03
N (-3.61269, 1.31436, -2.71916)  0.02
C (-2.43929, 1.38422, -1.84763)  -0.09
H (-5.65217, -0.28727, -4.19543)  0.08
H (-4.71677, 0.15083, -5.59271)  0.08
H (-5.43225, 1.38890, -4.49184)  0.07
H (-4.28974, 2.04330, -2.63669)  0.12
H (-2.57200, 2.23029, -1.19279)  0.04
H (-1.57581, 1.42204, -2.51486)  0.02
H (-2.27075, 0.46465, -1.29078)  0.07
C (-5.22421, -4.73347, 2.28989)  -0.02
C (-3.99509, -4.11384, 1.64246)  -0.54
O (-2.88488, -4.25891, 2.12838)  0.07
N (-4.24956, -3.27176, 0.58343)  -0.01
C (-3.27496, -2.45766, -0.14595)  -0.06
H (-5.82286, -5.24831, 1.52007)  0.07
H (-5.83755, -3.90707, 2.66652)  0.08
H (-5.05565, -5.44130, 3.08652)  0.07
H (-5.11987, -3.38183, 0.09443)  0.11
H (-3.32916, -1.41062, 0.16120)  0.06
H (-3.56908, -2.54348, -1.19239)  0.08
H (-2.24734, -2.78962, -0.00389)  0.08
C (4.85652, 3.60505, 0.20248)  0.00
C (4.51519, 2.18963, 0.60576)  -0.55
O (4.82448, 1.81450, 1.72508)  0.04
N (4.14538, 1.38810, -0.40006)  0.03
C (3.54952, 0.06164, -0.20367)  -0.02
H (4.34038, 4.29517, 0.86586)  0.09
H (4.71686, 3.81368, -0.85696)  0.06
H (5.91941, 3.74860, 0.41155)  0.08
H (4.33022, 1.66564, -1.34282)  0.12
H (3.36726, -0.40857, -1.16427)  0.07
H (2.61672, 0.14831, 0.35147)  0.08
H (4.20316, -0.63183, 0.33350)  0.09
Cl (-2.97612, 2.62296, 1.55185)  0.56
C (-3.96901, 1.44065, 2.45111)  -0.64
C (-3.32029, 0.95338, 3.72309)  -0.62
Cl (-3.48022, 2.19609, 5.02723)  0.49
H (-4.09585, 0.57013, 1.79844)  0.07
H (-4.96135, 1.86711, 2.55519)  0.06
H (-2.27318, 0.69471, 3.59653)  0.05
H (-3.87734, 0.09197, 4.08111)  0.08
Cl (0.76261, 2.74037, -1.31708)  0.63
C (1.96396, 2.96400, -2.60317)  -0.65
C (1.35363, 3.69474, -3.76994)  -0.64
Cl (0.02872, 2.78880, -4.56355)  0.56
H (2.35663, 1.98917, -2.88383)  0.05
H (2.77418, 3.58512, -2.22269)  0.06
H (2.05015, 3.95045, -4.56230)  0.07
H (0.89515, 4.60917, -3.39793)  0.06

Forces on atoms 1 to 2 (eV/Å):
C 0.38 0.13 -0.13
C 0.19 -1.10 0.39

Gap between HOMO and LUMO   6.674 eV
Energy relative to the best compared isomer or geometry (same formula, charge and spin)   0.00 kcal per mole
Charge   -1